DFT (wB97M-V/def2-TZVPD) results for a molecular structure, C21H19BrN3O3PdSbSe4.

Structure (XYZ):
```
53
Properties=species:S:1:pos:R:3:forces:R:3
Pd 0.332 0.511 0.371 -0.1 0.2 0.0
O -4.713 -0.757 2.696 0.0 0.0 0.0
C -4.587 -1.138 1.385 0.0 0.0 0.0
C -5.734 -1.629 0.773 0.0 0.0 0.0
C -5.689 -2.053 -0.543 0.0 0.0 0.0
C -4.503 -1.985 -1.266 0.0 0.0 0.0
C -3.370 -1.480 -0.654 0.0 0.0 0.0
C -3.392 -1.056 0.675 0.0 0.0 0.0
C -2.105 -0.515 1.263 0.0 0.0 0.1
O -1.633 0.525 0.463 0.3 0.0 -0.1
N -1.170 -1.643 1.379 0.0 -0.1 -0.1
N 0.155 -1.183 1.371 -0.1 0.0 0.1
C 1.064 -2.080 1.315 0.0 0.0 -0.1
C 2.452 -1.783 1.013 0.0 0.0 0.0
Br 2.824 0.056 0.607 0.0 0.0 0.0
C 3.391 -2.695 0.783 0.0 0.0 -0.1
C 3.144 -4.141 0.918 0.0 -0.1 0.0
C 3.280 -4.946 -0.212 0.0 0.1 0.0
C 2.963 -6.292 -0.146 0.0 -0.1 0.1
C 2.541 -6.851 1.052 0.0 0.0 0.0
C 2.423 -6.059 2.186 0.0 0.0 0.0
C 2.715 -4.706 2.118 0.0 0.0 0.0
H -3.870 -0.413 3.006 0.0 0.0 0.0
H -6.647 -1.677 1.352 0.0 0.0 0.0
H -6.585 -2.445 -1.008 0.0 0.0 0.0
H -4.444 -2.327 -2.291 0.0 0.0 0.0
H -2.441 -1.417 -1.218 0.0 0.0 0.0
H -2.247 -0.140 2.290 0.0 0.0 0.0
H -1.268 -2.260 0.566 0.1 0.1 0.0
H 0.791 -3.125 1.421 0.0 0.0 0.0
H 4.324 -2.380 0.330 0.0 0.0 0.1
H 3.560 -4.500 -1.158 0.0 0.0 0.0
H 3.015 -6.895 -1.041 0.0 0.0 0.0
H 2.287 -7.902 1.096 0.0 0.0 0.0
H 2.090 -6.492 3.120 0.0 0.0 0.0
H 2.626 -4.082 3.000 0.0 0.0 0.0
O 0.359 2.061 -0.963 0.0 0.0 0.1
N -0.044 1.543 -2.146 -0.1 0.0 0.0
C 0.878 1.245 -3.070 0.0 0.0 0.0
C 0.505 0.658 -4.258 0.0 0.0 0.0
C -0.826 0.344 -4.471 0.0 0.0 0.0
C -1.757 0.663 -3.494 0.0 0.0 0.0
C -1.346 1.271 -2.331 0.0 0.0 0.0
H 1.895 1.462 -2.783 0.0 0.0 0.0
H 1.264 0.366 -4.967 0.0 0.0 0.0
H -1.123 -0.204 -5.354 0.0 0.0 0.0
H -2.795 0.385 -3.604 0.0 0.0 0.0
H -1.980 1.496 -1.487 0.0 0.0 0.0
Se -2.208 -3.013 -4.267 0.0 0.0 0.0
Sb 0.046 -3.527 -3.372 -0.1 -0.2 -0.3
Se 0.521 -5.797 -2.698 -0.1 0.1 -0.1
Se 0.705 -2.804 -5.663 0.0 0.0 0.1
Se 0.774 -1.875 -1.721 -0.1 -0.1 0.1
```
Forces are in eV/Å.

LUMO level (spin up / spin down) = 1.3 / 1.3 eV
Multiplicity = 2
Orbital gap (spin up / spin down) = 0.2038 / 0.2034 Eh
Expectation value of S² = 0.760
Total charge = -1
HOMO (spin up / spin down) = -4.28 / -4.27 eV



DFT (wB97M-V/def2-TZVPD) results for 2 unconnected molecules or ions with the total composition C3H7N3 at a distorted geometry.

Structure (XYZ):
```
13
Properties=species:S:1:pos:R:3:forces:R:3
C 1.146 0.930 1.127 -0.1 0.3 0.0
N -1.232 -0.147 -0.175 0.9 -0.4 1.4
C -0.293 -0.883 0.691 -2.1 1.3 -0.1
C -0.141 -0.548 -2.129 2.4 -1.4 -1.1
N 0.845 -1.114 -1.867 -1.4 0.9 -0.4
N 0.661 -0.410 1.352 0.5 -0.6 -0.6
H -2.185 -0.489 -0.190 0.2 -0.1 0.2
H -1.201 0.861 -0.070 0.0 -0.2 0.1
H -0.575 -1.922 0.815 0.0 -0.1 -0.1
H -0.893 -0.126 -2.758 -0.2 0.1 0.4
H 0.360 1.696 1.246 0.2 -0.1 0.0
H 1.564 1.022 0.112 -0.1 0.0 0.2
H 1.945 1.128 1.846 -0.2 0.1 -0.1
```
Forces are in eV/Å.

LUMO level = 0.7 eV
Orbital gap = 0.3663 Eh
SMILES = C/N=C\N.C#N
HOMO = -9.23 eV



DFT (wB97M-V/def2-TZVPD) results for 5 unconnected molecules or ions with the total composition C6H8BBrCl12O4.

Structure (XYZ):
```
32
Properties=species:S:1:pos:R:3:forces:R:3
C 3.065 0.489 -1.566 -0.6 -0.1 -0.1
B 1.529 0.679 -1.811 0.3 0.5 -0.2
O 0.961 1.930 -1.849 -0.4 -0.3 0.7
O 0.660 -0.409 -2.000 0.1 0.0 0.3
C -0.444 -0.412 -1.215 -0.4 -0.6 0.0
O -0.524 -1.021 -0.192 0.1 0.5 -0.3
O -1.472 0.256 -1.820 0.4 0.4 -0.1
Br -2.295 1.457 -0.714 -0.1 -0.4 0.1
H 3.603 0.942 -2.405 0.1 -0.1 0.1
H 3.323 -0.560 -1.441 0.2 0.1 -0.1
H 3.333 1.038 -0.658 0.1 0.0 -0.1
H 1.313 2.538 -1.189 0.2 0.1 -0.5
C -4.109 1.849 3.131 0.0 -0.1 0.0
Cl -4.501 2.743 4.596 0.0 0.0 0.0
Cl -3.363 2.915 1.931 0.0 0.2 0.0
Cl -3.070 0.473 3.473 0.0 0.0 0.0
H -5.030 1.476 2.707 0.0 0.0 0.0
C 1.725 -3.364 -3.709 0.0 0.1 0.0
Cl 1.928 -2.209 -5.027 0.0 0.0 0.0
Cl 1.772 -5.021 -4.311 0.0 0.0 0.0
Cl 2.941 -3.109 -2.461 0.1 -0.1 0.0
H 0.754 -3.194 -3.263 0.0 0.0 0.0
C 6.029 1.477 1.969 0.0 0.0 0.0
Cl 5.046 2.918 1.692 0.0 0.0 0.0
Cl 5.594 0.703 3.490 0.0 0.0 0.0
Cl 5.879 0.352 0.621 0.1 0.0 0.0
H 7.063 1.788 2.034 0.0 0.0 0.0
C -6.434 -1.391 1.958 0.0 0.0 0.0
Cl -6.847 -0.434 3.385 0.0 0.0 0.0
Cl -5.738 -0.374 0.692 0.0 0.0 0.0
Cl -5.343 -2.705 2.377 0.0 0.0 0.0
H -7.349 -1.820 1.574 0.0 0.0 0.0
```
Forces are in eV/Å.

LUMO level = -0.6 eV
Orbital gap = 0.3594 Eh
SMILES = CB(O)OC(=O)OBr.ClC(Cl)Cl.ClC(Cl)Cl.ClC(Cl)Cl.ClC(Cl)Cl
HOMO = -10.41 eV



DFT (wB97M-V/def2-TZVPD) results for 2 unconnected molecules or ions with the total composition FO5P at a distorted geometry.

Structure (XYZ):
```
7
Properties=species:S:1:pos:R:3:forces:R:3
O 0.589 -0.540 -2.002 1.6 0.0 -0.5
O -0.427 -1.826 -0.033 -0.2 0.2 0.2
O -1.736 0.037 -1.395 0.9 -0.6 1.5
O 1.081 0.639 1.341 -1.2 -0.5 -3.1
O 0.404 0.792 0.220 1.4 0.6 2.7
F 0.526 1.539 2.812 -0.3 0.3 0.4
P -0.437 -0.641 -0.942 -2.1 -0.1 -1.1
```
Forces are in eV/Å.

LUMO level (spin up / spin down) = 7.1 / 6.9 eV
Orbital gap (spin up / spin down) = 0.2752 / 0.2699 Eh
Total charge = -2
HOMO (spin up / spin down) = -0.41 / -0.42 eV



DFT (wB97M-V/def2-TZVPD) results for a single C2H6N2OS molecule at a distorted geometry.

Structure (XYZ):
```
12
Properties=species:S:1:pos:R:3:forces:R:3
C 0.597 0.012 0.757 -0.2 0.3 0.4
C -0.402 -0.959 0.213 -1.0 -1.3 -0.3
H -0.650 1.648 0.761 -0.7 0.0 0.4
H 0.910 2.032 0.610 -0.2 -0.1 -0.2
H 0.621 -0.079 1.840 -0.1 -0.2 0.1
H 1.595 -0.232 0.393 0.0 0.1 -0.3
H -1.251 -1.496 -1.615 0.3 0.3 0.5
H 0.086 0.754 -1.439 0.3 -0.1 -0.4
N 0.196 1.363 0.319 1.3 0.2 -0.3
N -0.578 -0.911 -1.115 -0.9 -1.4 1.3
O 0.169 -0.124 -1.901 0.7 1.5 -0.8
S -1.292 -2.008 1.177 0.5 0.6 -0.5
```
Forces are in eV/Å.

LUMO level = 0.5 eV
Orbital gap = 0.3266 Eh
SMILES = NCC(=S)NO
HOMO = -8.35 eV



So what do the calculations give for energy relative to the best compared isomer or geometry (same formula, charge and spin)? Going down the list: 1.537; 1.867; 0.152; 0.000; 2.233 eV.